(1)
Formula: C4H6N2O2
Source: the Open Molecules 2025 dataset
Level of theory: ωB97M-V with the def2-TZVPD basis set

The geometry in XYZ format:
```
14
Properties=species:S:1:pos:R:3
H -3.2976 0.4746 0.0473
N -2.6803 1.5047 0.1003
C -1.4113 0.9331 -0.4409
N -0.9831 -0.4781 -0.2743
C 0.4091 -0.2944 0.4938
C 1.5312 -1.2327 -0.1402
C 0.8144 0.9975 -0.1147
O 2.0113 1.2304 -0.3418
O -0.2964 1.8378 -0.6369
H -1.9110 -0.7781 0.1904
H 0.2372 -0.2342 1.6044
H 1.7351 -2.3167 0.5328
H 1.2951 -1.1497 -1.1850
H 2.5465 -0.4941 0.1647
```

LUMO level in eV: 0.12
SMILES: [H]/N=C1\N[C@@H](C)C(=O)O1
Net charge: 0

=====

(2)
Formula: C4H6N2O2
Source: the Open Molecules 2025 dataset
Level of theory: ωB97M-V with the def2-TZVPD basis set

The geometry in XYZ format:
```
14
Properties=species:S:1:pos:R:3
N 1.4337 -1.3169 1.1122
C 0.7416 -0.4093 0.5532
O 1.3468 0.7129 0.4544
C 0.5077 1.5871 -0.1690
C -0.6358 0.8535 -0.5098
O -1.6896 1.0507 -1.2235
C -0.4451 -0.4870 0.0553
N -1.2361 -1.4288 -0.3975
H 1.0116 -1.7207 2.1165
H 2.5488 -1.1156 1.2581
H 1.2332 2.5152 -0.5192
H -2.1051 -0.0134 -1.1605
H -0.4705 -2.0811 -0.4309
H -1.8690 -1.7395 0.3071
```

LUMO level in eV: 0.52
SMILES: Nc1occ(O)c1N
Net charge: 0

=====

In terms of stability, (2) leads; the second structure lies 0.569 eV higher.

=====

(1)
Formula: C4H6N2O2
Source: the Open Molecules 2025 dataset
Level of theory: ωB97M-V with the def2-TZVPD basis set

The geometry in XYZ format:
```
14
Properties=species:S:1:pos:R:3
H 0.4690 -1.0920 2.6601
N 0.3564 -1.6340 1.5574
C 0.1139 -0.4495 0.9377
N -0.5371 0.5911 1.5004
O -1.0099 1.5385 0.6008
C -0.8702 0.9567 -0.6890
C 0.2668 -0.1548 -0.6333
C 1.3806 -0.1471 -1.4601
O 0.2609 -1.1098 -1.8149
H 0.0179 1.0686 2.2480
H -0.7196 1.8646 -1.2475
H -1.9208 0.7345 -0.8983
H 1.6496 0.9148 -1.8547
H 2.4142 -0.8515 -1.5321
```

LUMO level in eV: 0.58
SMILES: [H]/N=C1\NOC[C@@]12CO2
Net charge: 0

=====

(2)
Formula: C4H6N2O2
Source: the Open Molecules 2025 dataset
Level of theory: ωB97M-V with the def2-TZVPD basis set

The geometry in XYZ format:
```
14
Properties=species:S:1:pos:R:3
H 1.1193 0.3604 3.5854
N 0.9851 0.8514 2.6608
C 0.1518 0.2380 1.9986
N 0.0579 0.2922 0.6334
O 0.9479 1.1631 -0.0574
C -0.9428 -0.3100 -0.0690
C -0.9419 -0.4142 -1.4037
C 0.0932 -0.2784 -2.3758
O 1.2605 -0.0758 -2.2204
H -0.6985 -0.3738 2.3855
H 1.6162 0.5310 -0.4491
H -1.6379 -0.8109 0.6146
H -1.8773 -0.7515 -1.8301
H -0.1335 -0.4215 -3.4727
```

LUMO level in eV: 0.02
SMILES: [H]/N=C/N(O)/C=C\C=O
Net charge: 0

=====

In terms of stability, (2) leads; the second structure lies 3.618 eV higher.

=====

(1)
Formula: C4H6N2O2
Source: the Open Molecules 2025 dataset
Level of theory: ωB97M-V with the def2-TZVPD basis set

The geometry in XYZ format:
```
14
Properties=species:S:1:pos:R:3
C -0.6856 -1.3097 0.1384
C -1.1957 1.0033 -1.9243
C 1.3861 -0.7275 0.7053
C -0.8368 0.0566 0.3427
N 0.5613 -1.7865 0.4062
N 0.5950 0.5888 0.6035
O -0.2622 1.6632 -1.7050
O -2.1601 0.4354 -2.1922
H -1.4828 -1.9788 -0.1078
H 1.7414 -0.5903 1.6907
H 2.2063 -0.5276 0.0264
H -1.6228 0.7307 0.5380
H 0.7232 1.1925 1.5759
H 1.0329 1.2500 -0.0979
```

LUMO level in eV: 0.29
Net charge: 0

=====

(2)
Formula: C4H6N2O2
Source: the Open Molecules 2025 dataset
Level of theory: ωB97M-V with the def2-TZVPD basis set

The geometry in XYZ format:
```
14
Properties=species:S:1:pos:R:3
H 2.9100 -1.8014 0.0181
N 2.5062 -0.8678 0.2241
C 1.5008 -0.6267 -0.5001
N 0.8127 0.6679 -0.4980
C 0.4470 1.3958 0.6537
C -0.5305 0.7645 -0.4337
C -1.4575 -0.4239 -0.0770
O -1.0306 -1.5021 0.3755
O -2.7463 -0.1571 -0.1069
H 0.8108 -1.3735 -1.1300
H 0.4472 0.8605 1.6056
H 0.6032 2.4223 0.6868
H -0.9718 1.5709 -1.0522
H -3.3012 -0.9294 0.2340
```

LUMO level in eV: 0.56
SMILES: [H]/N=C/N1C[C@@H]1C(=O)O
Net charge: 0

=====

(3)
Formula: C4H6N2O2
Source: the Open Molecules 2025 dataset
Level of theory: ωB97M-V with the def2-TZVPD basis set

The geometry in XYZ format:
```
14
Properties=species:S:1:pos:R:3
H 1.0095 2.7192 -0.1807
N 0.0924 2.1200 -0.0136
C 0.4984 0.9303 -0.0535
O 1.8873 0.6625 -0.0431
C 2.0660 -0.7215 0.0636
O 0.7444 -1.3280 -0.1226
N -0.1524 -0.2415 -0.1741
C -1.4140 -0.6888 -0.0984
C -2.5019 0.0363 0.0787
H 2.2757 -1.1855 1.2116
H 2.9525 -1.1085 -0.6550
H -1.3521 -1.8187 -0.0728
H -3.4655 -0.4636 0.1185
H -2.6405 1.0877 -0.0587
```

LUMO level in eV: 0.74
SMILES: [H]/N=C1\OCON1C=C
Net charge: 0

=====

In terms of stability, (2) leads; the second structure lies 0.604 eV higher.

=====

(1)
Formula: C4H6N2O2
Source: the Open Molecules 2025 dataset
Level of theory: ωB97M-V with the def2-TZVPD basis set

The geometry in XYZ format:
```
14
Properties=species:S:1:pos:R:3
C -0.0860 -0.1883 -1.1321
C 0.5168 -0.0892 1.2075
C 0.7095 0.9782 2.3571
C 1.0048 1.7586 3.3418
H -1.6353 -1.4612 -2.5721
H -2.1583 0.2970 -1.2986
H 0.1271 -1.3593 -2.4497
H 1.7844 -0.6508 1.1252
H -0.4253 -1.0206 1.6300
H 1.6879 2.6346 4.1084
N -1.1491 0.3374 -1.8410
N 0.7495 -1.1276 -1.4581
O -1.1297 -0.6506 -3.0089
O 0.0035 0.5417 -0.0094
```

LUMO level in eV: 0.11
Net charge: 0

=====

(2)
Formula: C4H6N2O2
Source: the Open Molecules 2025 dataset
Level of theory: ωB97M-V with the def2-TZVPD basis set

The geometry in XYZ format:
```
14
Properties=species:S:1:pos:R:3
C -1.2813 -1.5863 -0.2857
N 0.0572 -1.1076 -0.0245
C 0.3024 0.1172 0.4611
C -0.2091 1.8312 0.3579
C 1.2114 1.8848 0.2714
O -0.5160 0.7235 1.3218
O 0.9670 -1.5521 -1.0140
N 1.6400 0.6425 0.4335
H 1.7935 -1.0862 -0.7857
H -0.9988 2.5505 0.2509
H 1.8598 2.7185 0.0376
H -1.6840 -1.1351 -1.1975
H -1.2384 -2.6680 -0.3959
H -1.9036 -1.3329 0.5691
```

LUMO level in eV: 0.24
Net charge: 0

=====

(3)
Formula: C4H6N2O2
Source: the Open Molecules 2025 dataset
Level of theory: ωB97M-V with the def2-TZVPD basis set

The geometry in XYZ format:
```
14
Properties=species:S:1:pos:R:3
H -1.5138 -0.2559 2.9047
N -1.2668 -1.0443 2.1713
C -0.9438 -0.4769 1.0723
N -0.9464 -1.3752 -0.0445
O 0.3224 -1.2738 -0.8634
C 1.0287 -0.1818 -0.5995
C 1.1966 1.2539 -1.3081
C 0.0255 0.8969 -0.3496
O -0.4855 0.8087 0.9522
H -1.0326 -2.2631 0.3011
H 1.8025 -0.2282 0.1259
H 0.6302 1.4249 -2.3341
H 2.0948 1.7681 -1.1028
H -0.9117 0.9467 -0.9256
```

LUMO level in eV: 0.88
SMILES: [H]/N=C1/NO[C@H]2C[C@@H]2O1
Net charge: 0

=====

(4)
Formula: C4H6N2O2
Source: the Open Molecules 2025 dataset
Level of theory: ωB97M-V with the def2-TZVPD basis set

The geometry in XYZ format:
```
14
Properties=species:S:1:pos:R:3
C 3.0745 1.0776 -0.9667
N 2.5360 0.6672 0.2861
C 1.8773 -0.2679 0.4000
N 1.0182 -1.1627 0.2199
C -0.2968 -0.7531 0.3677
O -0.5744 0.1254 1.0023
O -1.2716 -1.5310 -0.2992
C -2.5142 -0.8549 -0.3763
H 2.6661 0.4193 -1.7058
H 2.9282 2.1301 -1.1880
H 4.1207 0.9754 -0.7785
H -2.2242 0.0371 -0.9580
H -2.9125 -0.5373 0.6172
H -3.3192 -1.5700 -0.9096
```

LUMO level in eV: 0.78
SMILES: CN=C=NC(=O)OC
Net charge: 0

=====

In terms of stability, (4) leads; the second structure lies 3.446 eV higher.

=====

(1)
Formula: C4H6N2O2
Source: the Open Molecules 2025 dataset
Level of theory: ωB97M-V with the def2-TZVPD basis set

The geometry in XYZ format:
```
14
Properties=species:S:1:pos:R:3
C 2.2360 -0.0613 0.1019
C 0.0241 -0.2409 0.1015
C -0.5633 1.1857 0.0964
C -1.8801 1.0543 -0.1068
H 2.0859 0.5841 -0.8893
H 3.3615 -0.6970 -0.0286
H 2.1566 0.4332 1.4132
H -0.2711 2.1802 -0.1695
H -2.5342 1.8857 -0.1684
H -0.4923 -2.3660 -0.5782
N 1.0155 -0.8229 -0.2345
N -1.2405 -0.8516 0.5245
O -2.5018 -0.2431 -0.0331
O -1.3962 -2.0405 -0.0290
```

LUMO level in eV: 0.53
Net charge: 0

=====

(2)
Formula: C4H6N2O2
Source: the Open Molecules 2025 dataset
Level of theory: ωB97M-V with the def2-TZVPD basis set

The geometry in XYZ format:
```
14
Properties=species:S:1:pos:R:3
H 2.8098 0.9102 -0.2939
N 2.6583 -0.1514 -0.5043
C 1.4217 -0.3551 -0.2423
C 0.2554 0.8622 -0.2254
C -0.8674 -0.1337 0.3587
C -2.2505 0.1346 -0.0235
O -2.7145 -0.6215 -0.8434
O -0.6344 -1.4555 -0.0409
N 0.8752 -1.6125 -0.1267
H 0.1247 1.4521 -1.2517
H 0.5621 1.6216 0.4169
H -0.8690 0.3535 1.4849
H -2.7036 0.9436 0.5971
H 1.3320 -1.9480 0.6945
```

LUMO level in eV: 0.45
SMILES: [H]/N=C1\C[C@@H](C=O)ON1
Net charge: 0

=====

(3)
Formula: C4H6N2O2
Source: the Open Molecules 2025 dataset
Level of theory: ωB97M-V with the def2-TZVPD basis set

The geometry in XYZ format:
```
14
Properties=species:S:1:pos:R:3
O -0.1986 1.9806 -0.0229
C 1.0030 1.6968 0.0059
N 1.5838 0.4370 -0.0286
C 0.9716 -0.8481 -0.0990
O 1.8252 -1.7836 0.0021
C -0.5382 -1.0759 -0.2327
C -1.6193 -0.5488 0.6180
N -1.6046 -0.1510 -0.7672
H 1.7923 2.4816 -0.0939
H 2.5560 0.2736 -0.0982
H -0.5344 -2.1382 -0.5922
H -2.6477 -1.2078 0.7243
H -1.4583 0.1468 1.4874
H -1.1308 0.7370 -0.9032
```

LUMO level in eV: 0.07
SMILES: O=CNC(=O)[C@H]1CN1
Net charge: 0

=====

In terms of stability, (3) leads; the second structure lies 2.950 eV higher.